Entry 1:
Density functional theory data (wB97M-V/def2-TZVPD) for one molecule with the formula C3H6F2N2.

Last column: Mulliken charge in e.
Atoms and positions in Å:
C -1.249 -0.360 0.947  -1.265
C -0.748 0.078 -0.389  1.051
F -1.813 0.715 -0.975  -0.308
F -0.455 -0.977 -1.204  -0.324
C 0.388 1.072 -0.261  -0.340
N 1.651 0.859 -0.281  -0.378
N 1.999 -0.470 -0.199  -0.422
H -2.152 -1.004 0.820  0.348
H -0.503 -0.948 1.486  0.329
H -1.506 0.508 1.529  0.358
H 0.114 2.083 -0.185  0.437
H 1.352 -1.011 -0.760  0.247
H 2.922 -0.545 -0.530  0.267

Summary:
- E_tot: -427.11466 a.u.
- SMILES: CC(F)(F)/C=N\N
- LUMO energy: 1.062 eV
- HOMO energy: -0.350 Ha

Entry 2:
Density functional theory data (wB97M-V/def2-TZVPD) for C4H8N2S as an isolated structure.

Last column: Mulliken charge in e.
Atoms and positions in Å:
C -1.600 0.091 -0.114  0.344
C 1.055 -0.765 -0.073  -0.852
C 0.602 1.684 0.373  -1.110
C 0.373 0.431 -0.448  -0.081
N -1.018 -2.032 0.450  -0.561
N -1.833 -1.112 0.024  -0.057
S -2.357 1.524 -0.137  -0.365
H 0.141 -1.562 0.208  0.255
H 1.759 -0.872 0.761  0.398
H 1.316 -1.306 -0.976  0.339
H 1.477 2.145 -0.241  0.281
H 0.926 1.509 1.422  0.281
H -0.092 2.543 0.169  0.380
H 0.298 0.679 -1.445  0.469
H -1.047 -2.956 0.027  0.280

Summary:
- E_tot: -664.72978 a.u.
- LUMO energy: -0.783 eV
- HOMO energy: -0.289 Ha

Entry 3:
Density functional theory data (wB97M-V/def2-TZVPD) for C4H4CuO2 as an isolated structure.

Last column: Mulliken charge in e.
Atoms and positions in Å:
H -0.540 -0.188 -2.136  0.388
O -1.306 -1.426 2.316  -0.034
C -0.573 -0.750 1.726  0.649
C 0.302 -0.030 1.044  -0.288
C -0.048 0.247 -1.253  0.130
C 0.873 -0.543 -0.448  -0.492
H 0.903 0.688 1.603  0.434
H 1.904 -0.182 -0.527  0.323
H 0.698 -1.612 -0.620  0.416
O -0.637 1.195 -0.649  -0.647
Cu -1.574 2.601 -1.057  1.121

Summary:
- <S²>: 0.76
- Total charge: +2
- E_tot: -1944.92761 a.u.
- LUMO energy (spin up / spin down): -10.153 / -12.474 eV
- HOMO energy (spin up / spin down): -0.718 / -0.718 Ha
- Spin multiplicity: 2

Entry 4:
Density functional theory data (wB97M-V/def2-TZVPD) for one molecule with the formula C10H16ClNO2S2.

Last column: Mulliken charge in e.
Atoms and positions in Å:
C 2.056 1.183 -1.355  -1.478
C 1.623 0.601 -0.015  0.441
C 1.225 1.700 0.969  -0.797
C 0.778 1.158 2.333  -0.675
C -0.737 1.056 2.526  -0.945
C -1.450 0.064 1.610  -0.544
N -1.659 0.593 0.275  -0.210
S -2.544 -0.388 -0.746  1.225
O -3.109 0.453 -1.755  -0.707
O -3.390 -1.272 0.001  -0.670
C -1.254 -1.350 -1.479  -0.189
C -0.752 -2.544 -1.062  -0.034
C 0.325 -2.988 -1.854  -0.691
C 0.611 -2.108 -2.857  0.225
Cl 1.842 -2.271 -4.022  -0.165
S -0.442 -0.725 -2.855  -0.121
H 2.885 1.874 -1.219  0.430
H 2.377 0.394 -2.031  0.304
H 1.233 1.720 -1.819  0.320
H 2.446 0.021 0.410  0.325
H 0.779 -0.071 -0.167  -0.306
H 2.087 2.357 1.111  0.514
H 0.425 2.297 0.531  0.310
H 1.155 1.816 3.119  0.316
H 1.224 0.175 2.494  0.384
H -0.923 0.744 3.556  0.359
H -1.186 2.043 2.396  0.337
H -0.856 -0.846 1.497  0.266
H -2.414 -0.221 2.051  0.502
H -2.058 1.521 0.274  0.316
H -1.157 -3.081 -0.224  0.486
H 0.860 -3.905 -1.694  0.472

Summary:
- E_tot: -1852.42539 a.u.
- SMILES: CCCCCCNS(=O)(=O)c1ccc(Cl)s1
- LUMO energy: 0.301 eV
- HOMO energy: -0.342 Ha

Entry 5:
Density functional theory data (wB97M-V/def2-TZVPD) for one molecule with the formula C4H6IN.

Last column: Mulliken charge in e.
Atoms and positions in Å:
C -0.679 1.840 -0.624  -0.682
C -0.948 1.017 0.403  -0.267
C 0.289 -0.261 0.522  0.053
C 0.766 -1.016 -0.629  -0.408
N -0.209 -1.575 0.482  -0.572
I 0.505 -3.016 1.733  0.091
H -1.496 2.369 -1.051  0.295
H 0.282 1.764 -1.161  0.263
H -1.698 1.174 1.200  0.319
H 0.995 0.108 1.299  0.349
H 0.433 -0.963 -1.644  0.297
H 1.761 -1.443 -0.530  0.261

Summary:
- E_tot: -508.31734 a.u.
- SMILES: C=C[C@@H]1CN1I
- LUMO energy: -0.099 eV
- HOMO energy: -0.329 Ha

Entry 6:
Density functional theory data (wB97M-V/def2-TZVPD) for C35H37ClNOP2RuSSe4 as an isolated structure.

Last column: Mulliken charge in e.
Atoms and positions in Å:
Ru 1.565 -0.744 -0.613  0.178
C -1.311 0.840 -1.176  -3.517
N -1.938 0.850 0.130  1.477
C -1.377 0.123 1.250  -2.265
P 0.477 0.159 1.251  1.707
C 0.779 -0.311 2.987  1.193
C 1.125 0.614 3.971  -0.478
C 1.361 0.201 5.276  -0.664
C 1.243 -1.140 5.616  -0.623
C 0.888 -2.066 4.644  -0.795
C 0.664 -1.656 3.337  -0.577
C 0.738 1.970 1.161  0.264
C -0.089 2.896 1.790  -0.277
C 0.061 4.256 1.557  -0.841
C 1.035 4.706 0.680  -0.670
C 1.859 3.793 0.036  -0.839
C 1.709 2.435 0.278  -0.830
C -3.034 1.683 0.335  0.532
C -3.296 2.756 -0.529  -0.410
C -4.389 3.582 -0.317  -0.767
C -5.247 3.375 0.753  -0.568
C -4.996 2.311 1.608  -0.722
C -3.914 1.471 1.405  -0.363
P -0.351 -0.683 -1.674  2.465
C -0.311 -0.276 -3.458  0.697
C 0.465 0.814 -3.849  -0.427
C 0.544 1.183 -5.182  -0.789
C -0.152 0.460 -6.141  -0.570
C -0.927 -0.625 -5.759  -0.740
C -1.011 -0.990 -4.423  -0.517
C -1.635 -1.975 -1.588  -0.216
C -1.257 -3.308 -1.712  0.081
C -2.210 -4.318 -1.683  -0.463
C -3.551 -4.006 -1.527  -0.644
C -3.941 -2.677 -1.420  -0.762
C -2.992 -1.666 -1.458  -0.248
H -0.618 1.682 -1.324  0.703
H -2.087 0.954 -1.936  1.302
H -1.689 -0.929 1.293  0.434
H -1.714 0.591 2.173  1.030
H 1.237 1.661 3.718  0.354
H 1.636 0.930 6.027  0.424
H 1.426 -1.461 6.633  0.387
H 0.795 -3.114 4.898  0.431
H 0.416 -2.394 2.586  0.310
H -0.879 2.564 2.454  0.413
H -0.596 4.962 2.050  0.460
H 1.148 5.766 0.492  0.425
H 2.617 4.137 -0.656  0.462
H 2.373 1.731 -0.204  0.411
H -2.631 2.966 -1.355  0.442
H -4.560 4.406 -0.998  0.399
H -6.096 4.025 0.913  0.398
H -5.662 2.117 2.440  0.398
H -3.775 0.625 2.065  0.500
H 1.033 1.370 -3.110  0.383
H 1.156 2.027 -5.474  0.411
H -0.084 0.738 -7.185  0.369
H -1.463 -1.197 -6.506  0.407
H -1.608 -1.847 -4.139  0.372
H -0.217 -3.565 -1.851  -0.189
H -1.894 -5.349 -1.781  0.318
H -4.294 -4.793 -1.497  0.383
H -4.988 -2.423 -1.308  0.435
H -3.326 -0.642 -1.372  0.365
Se 1.271 -6.024 -2.171  -0.131
Se 3.384 -5.506 -2.074  -0.073
Se 3.581 -3.929 -0.251  -0.152
Se 1.520 -3.035 0.155  -0.219
Cl 2.184 -2.364 -3.538  -0.213
C 2.750 -1.189 -2.270  -0.897
H 2.972 -0.272 -2.830  0.472
H 3.701 -1.618 -1.946  0.450
C 4.297 -1.815 2.649  -0.598
S 4.596 -0.777 1.223  0.432
C 5.296 0.614 2.103  -1.033
O 3.229 -0.272 0.817  -0.717
H 5.254 -2.108 3.082  0.463
H 3.753 -2.690 2.303  0.165
H 3.687 -1.256 3.361  0.048
H 6.267 0.329 2.507  0.429
H 4.607 0.910 2.895  0.259
H 5.415 1.423 1.384  0.364

Summary:
- <S²>: 0.76
- E_tot: -12727.62794 a.u.
- LUMO energy (spin up / spin down): 0.018 / -1.056 eV
- HOMO energy (spin up / spin down): -0.256 / -0.257 Ha
- Spin multiplicity: 2

Entry 7:
Density functional theory data (wB97M-V/def2-TZVPD) for one molecule with the formula C3H3IN2O2.

Last column: Mulliken charge in e.
Atoms and positions in Å:
C -1.517 -1.805 -0.710  0.140
C -1.258 0.439 -0.089  0.574
C 1.269 0.929 0.223  -0.824
N 0.486 -1.153 -0.617  -0.925
N 0.103 0.077 -0.213  0.518
O -1.740 1.485 0.074  -0.443
O -1.960 -0.710 -0.381  -0.068
I 0.257 -2.572 0.943  0.089
H 0.946 1.971 0.046  0.295
H 1.436 0.807 1.226  0.301
H 1.980 0.533 -0.502  0.345

Summary:
- E_tot: -673.61024 a.u.
- LUMO energy: -0.298 eV
- HOMO energy: -0.340 Ha

Relative energy (zero: lowest compared OMol25 entry of this formula, charge and spin)
In order: 22.0, 127.4, 12.1, 1.3, 72.4, 34.2, 107.2
Unit: kcal per mole
Maximum force
In order: 1.7, 3.7, 6.0, 0.8, 5.1, 0.8, 4.5
Unit: eV Å⁻¹